1.
ORCA calculation (wB97M-V/def2-TZVPD) on a cluster of 2 separate species, CH9N2O in total in a non-equilibrium geometry.

The geometry in ORCA input format:
```
! RIJCOSX wB97M-V def2-TZVPD def2/J DEFGRID3
* xyz 1 1
O -0.650 -0.770 -2.429
N 0.374 -0.001 -0.477
N 0.566 0.905 2.104
C -0.778 -0.758 -1.030
H 0.354 0.861 -1.045
H -1.681 -0.246 -0.715
H -1.506 -1.097 -2.732
H 0.497 1.794 2.592
H 0.229 0.323 0.545
H 1.473 0.988 1.638
H 1.254 -0.459 -0.714
H -0.804 -1.747 -0.571
H 0.674 0.207 2.835
*
```

Calculated values
* E_HOMO: -15.75 eV
* max |F|: 0.034 hartree/bohr
* LUMO: -0.1248 Eh
* gap between HOMO and LUMO: 12.35 eV

Results of the Löwdin charge analysis, in e, for atoms 1 through 2: 0.003 0.171

=====

2.
ORCA calculation (wB97M-V/def2-TZVPD) on a structure of composition C18H20BrN7O5S2Tb in a non-equilibrium geometry.

The geometry in ORCA input format:
```
! RIJCOSX wB97M-V def2-TZVPD def2/J DEFGRID3
* xyz 1 7
Tb -0.034 0.066 0.402
Br 7.129 4.297 2.874
S -1.268 3.996 -2.502
S -3.007 2.716 3.510
O -2.061 -0.781 0.365
O 1.108 -1.608 0.519
O -2.938 -2.227 -0.945
O 1.152 1.236 1.832
O 1.864 1.111 -0.242
N -0.968 -1.307 -1.399
N 0.492 -1.982 -2.986
N -0.916 2.040 -0.899
N -1.582 1.545 1.747
N -2.032 -1.462 -0.662
N -1.605 -2.966 -2.964
N 1.415 -1.128 -2.376
C 4.403 2.194 0.572
C -1.962 1.432 2.981
C 0.244 1.694 -3.041
C -2.083 2.672 1.146
C -2.888 3.425 1.956
C 2.031 1.466 0.960
C -1.985 4.076 -0.951
C 3.302 2.752 2.647
C 4.442 3.388 3.093
C 0.824 -1.650 1.745
C -1.547 0.337 3.884
C 5.554 2.816 1.017
C 1.809 -2.418 2.613
C -0.732 -2.110 -2.444
C 3.276 2.156 1.388
C -0.606 2.453 -2.094
C 5.558 3.416 2.269
C -1.693 2.954 -0.225
H 4.367 1.719 -0.396
H 1.342 -3.344 2.942
H -0.808 -0.285 3.362
H -3.412 4.330 1.729
H -1.108 0.750 4.792
H -2.504 -3.064 -2.488
H 1.162 1.407 -2.524
H 2.732 -2.658 2.076
H 2.036 -1.831 3.500
H 4.475 3.853 4.068
H 1.923 -1.579 -1.611
H 6.442 2.837 0.408
H 2.064 -0.758 -3.062
H -2.402 -0.272 4.175
H 2.412 2.696 3.258
H 0.483 2.296 -3.913
H 0.796 -2.662 -3.678
H -0.276 0.791 -3.363
H -2.558 4.933 -0.665
H -1.382 -3.533 -3.764
*
```

Calculated values
* E_HOMO (alpha / beta): -10.64 / -10.42 eV
* max |F|: 0.076 hartree/bohr
* LUMO (alpha / beta): -0.1272 / -0.1273 Eh
* gap between HOMO and LUMO (alpha / beta): 7.18 / 6.95 eV

Results of the Löwdin charge analysis, in e, for atoms 1 through 2: 1.557 0.756

=====

3.
ORCA calculation (wB97M-V/def2-TZVPD) on the molecule C3H7ClN2 in a non-equilibrium geometry.

The geometry in ORCA input format:
```
! RIJCOSX wB97M-V def2-TZVPD def2/J DEFGRID3
* xyz 0 1
Cl -0.618 2.227 -0.705
N -1.806 -0.843 -0.395
N -0.090 -1.455 0.879
C 0.047 0.849 0.293
C -0.805 -0.362 0.189
C 1.324 0.570 -0.452
H 1.935 1.494 -0.679
H -0.285 -1.414 1.973
H -0.455 -2.466 0.254
H 2.186 -0.264 -0.383
H -2.482 -0.130 -0.968
H 0.140 1.464 1.352
H 0.909 0.332 -1.359
*
```

Calculated values
* E_HOMO: -9.31 eV
* max |F|: 0.104 hartree/bohr
* LUMO: 0.0302 Eh
* gap between HOMO and LUMO: 10.13 eV
* structure (SMILES): [H]/N=C(/N)[C@@H](C)Cl

Results of the Löwdin charge analysis, in e, for atoms 1 through 2: 0.575 0.098

=====

4.
ORCA calculation (wB97M-V/def2-TZVPD) on a structure of composition C3H6F11KNO16S5 in a non-equilibrium geometry.

The geometry in ORCA input format:
```
! RIJCOSX wB97M-V def2-TZVPD def2/J DEFGRID3
* xyz -3 1
K 0.050 0.456 -0.873
S 1.850 -3.080 2.028
S -0.619 -3.347 -2.279
S -2.597 0.092 2.257
S -0.179 5.796 1.259
S 0.137 3.584 1.927
F -4.497 -1.733 2.293
F -3.135 -2.096 0.791
F 1.214 -0.607 1.375
F -4.570 -0.446 0.467
F 2.130 -3.520 -2.314
F 3.044 -0.831 2.667
F 1.151 -4.917 -3.605
F 1.203 -5.370 -1.529
F -1.378 6.610 0.582
F 1.055 -0.907 3.524
F -0.673 2.675 3.008
O 2.776 0.333 -1.861
O -1.968 -0.644 3.364
O -1.416 -3.723 -3.461
O 2.553 -3.119 0.723
O 0.291 6.598 2.356
O 0.463 -3.569 1.943
O 1.288 3.967 2.771
O -0.248 -1.886 -2.282
O -1.223 -3.803 -1.013
O 2.632 -3.619 3.119
O 0.320 2.657 0.853
O -1.662 0.521 1.198
O 0.642 5.646 0.067
O 0.627 2.438 -2.831
O -0.692 0.274 -3.728
O -3.367 1.225 2.722
N -1.102 4.680 1.709
C 1.115 -4.316 -2.440
C -3.848 -1.141 1.408
C 1.775 -1.174 2.457
H 3.356 1.065 -1.650
H 1.228 1.894 -3.339
H 0.149 2.945 -3.488
H -0.608 -0.654 -3.510
H 2.527 0.479 -2.774
H 0.206 0.565 -3.889
*
```

Calculated values
* E_HOMO: -1.09 eV
* max |F|: 0.122 hartree/bohr
* LUMO: 0.1744 Eh
* gap between HOMO and LUMO: 5.83 eV

Results of the Löwdin charge analysis, in e, for atoms 1 through 2: 0.867 0.482

=====

5.
ORCA calculation (wB97M-V/def2-TZVPD) on a cluster of 2 separate species, C4H9N4S in total in a non-equilibrium geometry.

The geometry in ORCA input format:
```
! RIJCOSX wB97M-V def2-TZVPD def2/J DEFGRID3
* xyz 1 1
S 0.062 -4.577 0.929
N -0.301 1.353 -0.167
N 0.376 -3.038 1.612
N 0.614 -0.730 1.234
N 0.411 2.422 -0.423
C -0.019 3.159 -1.501
C -1.254 1.342 -1.068
C -1.164 2.489 -1.915
C 0.353 -1.979 0.844
H 0.355 -2.240 -0.215
H 1.250 2.514 -0.001
H 0.783 -0.553 2.201
H 0.354 4.159 -1.694
H 0.190 -2.817 2.544
H -1.881 0.538 -1.093
H -1.818 2.725 -2.652
H 0.427 0.131 0.586
H 1.262 -4.899 0.781
*
```

Calculated values
* E_HOMO: -13.08 eV
* max |F|: 0.070 hartree/bohr
* LUMO: -0.1242 Eh
* gap between HOMO and LUMO: 9.70 eV

Results of the Löwdin charge analysis, in e, for atoms 1 through 2: 0.908 -0.028

=====

6.
ORCA calculation (wB97M-V/def2-TZVPD) on a structure of composition C12H24As3F18O12Tl in a non-equilibrium geometry.

The geometry in ORCA input format:
```
! RIJCOSX wB97M-V def2-TZVPD def2/J DEFGRID3
* xyz 0 1
Tl -0.494 0.161 0.467
As -1.287 3.901 2.994
As 1.912 0.608 -3.090
As -1.475 -3.532 1.015
F -0.547 -2.388 2.039
F -2.337 -2.104 0.450
F -1.164 2.511 1.863
F -0.698 -4.916 1.701
F -0.205 -3.244 -0.137
F 0.317 4.363 2.538
F 2.847 0.230 -4.474
F -1.906 4.823 1.655
F 0.939 0.981 -1.626
F -2.209 -4.562 -0.160
F 1.494 -1.070 -2.843
F 3.282 0.328 -2.030
F -1.413 5.229 4.070
F -2.913 3.382 3.299
F -0.652 2.880 4.235
F 2.353 2.269 -3.128
F -2.659 -3.791 2.237
F 0.524 0.866 -4.079
O -3.157 0.484 -0.334
O -2.397 -0.138 -3.604
O -4.069 2.445 0.092
O -5.256 0.634 0.454
O 1.783 -1.335 0.481
O 4.120 1.942 1.421
O 2.734 -2.021 2.362
O -1.065 -0.790 -1.985
O 3.607 -2.622 0.446
O 2.002 1.548 0.734
O 2.592 3.515 1.487
O -1.650 -2.202 -3.635
C 2.655 -1.957 1.062
C -5.363 -0.817 0.382
C 3.702 -2.814 3.057
C 3.733 -2.529 -0.973
C -1.668 -1.049 -3.015
C 4.510 0.581 1.188
C -2.855 -0.306 -4.949
C 2.868 2.273 1.202
C 3.498 4.304 2.231
C -4.104 1.146 0.091
C -0.994 -3.324 -3.032
C -4.838 3.234 1.020
H -2.014 -0.693 -5.527
H -1.626 -4.099 -2.603
H 4.188 0.227 0.210
H 3.717 3.801 3.178
H 4.399 4.630 1.718
H -4.809 -1.303 1.184
H -3.101 0.665 -5.363
H 3.923 -2.326 4.006
H 4.639 -2.846 2.511
H 4.524 -1.801 -1.189
H 5.593 0.622 1.250
H 4.108 -0.062 1.967
H 3.252 -3.771 3.305
H -0.207 -3.023 -2.354
H -0.533 -3.837 -3.880
H -5.387 2.580 1.693
H 2.882 -2.210 -1.563
H -5.027 -1.137 -0.597
H -4.143 3.910 1.503
H 3.024 5.200 2.633
H -6.406 -1.000 0.620
H 4.213 -3.422 -1.368
H -3.677 -1.015 -5.019
H -5.627 3.784 0.504
*
```

Calculated values
* E_HOMO: -11.89 eV
* max |F|: 0.046 hartree/bohr
* LUMO: -0.2736 Eh
* gap between HOMO and LUMO: 4.45 eV

Results of the Löwdin charge analysis, in e, for atoms 1 through 2: 1.599 0.730